No. 1
Molecular formula: C3H16Cl3N2O2
Method: DFT, ωB97M-V/def2-TZVPD

```
26
Properties=species:S:1:pos:R:3:nbo_charge:R:1
N -17.1696 -3.9216 -25.4271 -0.89
H -16.2186 -4.0109 -25.7879 0.46
H -17.1733 -3.3484 -24.5410 0.47
H -17.5463 -4.8537 -25.2404 0.44
H -17.7649 -3.4790 -26.1258 0.44
N -19.1539 -0.0954 -23.8149 -0.90
H -18.8714 0.5404 -23.0674 0.46
H -20.1147 -0.3907 -23.6211 0.44
H -18.4797 -0.9145 -23.8771 0.46
H -19.2059 0.3847 -24.7151 0.44
Cl -16.6693 -1.7009 -23.3306 -0.80
C -12.7576 -1.0927 -22.5295 -0.09
C -13.4833 -1.2671 -21.2145 -0.10
O -14.2204 -2.4955 -21.1888 -0.74
O -13.5866 -0.6075 -23.5636 -0.73
H -12.2500 -2.0215 -22.8193 0.17
H -11.9309 -0.3904 -22.3826 0.18
H -14.1577 -0.4141 -21.0873 0.17
H -12.8144 -1.3123 -20.3559 0.19
H -15.1345 -2.3202 -21.4275 0.47
H -14.3698 -1.1658 -23.6362 0.47
C -19.6812 -2.9014 -21.0426 -0.42
Cl -18.9473 -4.1062 -20.0006 0.02
Cl -20.1405 -1.4004 -20.2146 -0.03
H -18.9520 -2.6091 -21.7862 0.21
H -20.5815 -3.3222 -21.4738 0.22
```

Orbital gap: 0.2816 Eh
Electronic energy: -1764.2185 Ha
Net charge: +1

No. 2
Molecular formula: C3H16N2O3
Method: DFT, ωB97M-V/def2-TZVPD

```
24
Properties=species:S:1:pos:R:3:nbo_charge:R:1
C 0.9786 1.3314 0.1147 -0.57
C -0.3906 1.7192 0.8090 -0.27
N -1.6523 1.2415 0.1197 -0.24
C -1.8116 -0.2276 0.5280 -0.46
N 1.1008 -1.3297 -2.4407 -1.00
H 1.1359 0.2645 0.1508 0.27
H 1.7241 2.0241 0.5599 0.23
H 0.8709 1.7434 -0.9381 0.23
H -0.4603 1.2722 1.8169 0.29
H -0.5119 2.8143 0.6933 0.22
H -1.4654 1.0869 -0.9442 0.41
H -2.3435 -0.2490 1.4882 0.25
H -0.8354 -0.6763 0.6656 0.28
H -2.3987 -0.7002 -0.2514 0.22
H 0.9351 -1.5397 -1.4195 0.40
H 0.8885 -1.1238 1.8559 0.48
H 2.1141 -2.3770 1.1592 0.45
O 0.4002 -0.4186 2.6283 -1.03
H 0.6922 -0.7854 3.4568 0.46
H 1.3208 -2.1259 -2.9714 0.35
O 1.4095 -1.7844 0.8665 -0.99
H 0.2647 -0.9221 -2.8531 0.36
H -1.2122 0.3899 -2.9495 0.45
O -0.7534 0.3722 -2.1450 -0.77
```

Orbital gap: 0.1370 Eh
Electronic energy: -458.7905 Ha

No. 3
Molecular formula: C3H16NO4
Method: DFT, ωB97M-V/def2-TZVPD

```
24
Properties=species:S:1:pos:R:3:nbo_charge:R:1
C 0.4423 0.2168 1.2244 -0.11
O 1.8484 0.0168 1.4726 -0.77
C 0.3539 0.6994 -0.2387 -0.09
C 1.2189 1.9742 -0.4226 -0.67
N 0.9930 -0.3224 -1.1319 -0.68
H 0.1652 -0.8340 1.2390 0.23
H 0.2121 1.0875 1.8423 0.23
H 2.0809 0.0419 2.4071 0.50
H -0.6600 0.9314 -0.5831 0.25
H 0.6704 2.9218 -0.3264 0.24
H 1.8273 2.0666 -1.3185 0.22
H 2.1067 1.9825 0.2656 0.25
H 0.4674 -0.5018 -1.9883 0.48
H 1.9841 -0.1723 -1.3399 0.43
H 1.0989 -1.1566 -0.5483 0.43
H -4.1383 1.5228 -1.3037 0.48
H -3.3746 2.5431 -2.0096 0.48
O -3.2171 1.7690 -1.4556 -0.95
H -0.9299 -2.6286 2.7440 0.49
H 0.1863 -2.1840 3.7941 0.49
O -0.0464 -2.2729 2.8626 -0.97
H -0.7422 -2.5331 -2.1805 0.50
H -1.7703 -1.3817 -2.2336 0.51
O -0.8300 -1.5772 -2.1506 -0.98
```

Orbital gap: 0.4096 Eh
Electronic energy: -479.3403 Ha
Net charge: +1

No. 4
Molecular formula: C3H16NO6S
Method: DFT, ωB97M-V/def2-TZVPD

```
27
Properties=species:S:1:pos:R:3:nbo_charge:R:1
C -0.4202 -0.0907 0.3673 -0.57
C -1.6077 0.9921 0.2230 -0.49
S -0.6539 2.5385 -0.0932 -0.65
C -0.7573 -1.2377 1.2276 0.69
N -1.2570 -2.3805 0.6558 -0.83
O -0.6565 -1.2673 2.4517 -0.70
H 0.3004 0.5477 0.9777 0.24
H -0.0083 -0.4150 -0.5987 0.25
H -2.2366 0.8383 1.1226 0.19
H -2.3462 0.6868 -0.5292 0.16
H -1.4211 -3.1355 1.2926 0.39
H -1.2491 -2.5539 -0.3219 0.41
H -2.0734 -0.4724 -1.8826 0.47
H -0.9150 -0.8814 -2.8369 0.49
O -1.7516 -1.1544 -2.5750 -0.97
H 1.7159 -1.3571 -2.5913 0.46
H 1.1382 0.0018 -2.4373 0.51
O 0.9374 -0.9476 -2.6961 -1.00
H 2.1905 1.2260 -0.8674 0.52
H 1.0273 1.8382 -1.8563 0.50
O 1.9125 1.3848 -1.8518 -1.03
H 0.5911 1.3284 3.2369 0.47
H 0.6009 -0.1668 3.1432 0.49
O 1.0582 0.5181 3.4707 -0.96
H 2.1369 0.9514 1.6150 0.50
H 1.4658 1.8515 0.6265 0.50
O 2.2788 1.3569 0.7271 -1.01
```

Orbital gap: 0.2698 Eh
Electronic energy: -1028.3571 Ha
Net charge: -1

No. 5
Molecular formula: C3H16O4S
Method: DFT, ωB97M-V/def2-TZVPD

```
24
Properties=species:S:1:pos:R:3:nbo_charge:R:1
C -0.1548 2.3147 1.0886 -0.62
C -0.8101 1.0581 1.6387 -0.43
C 0.1319 0.4239 2.6858 -0.52
S 0.5206 -1.3286 2.2914 -0.05
H 0.8950 2.2233 0.7996 0.20
H -0.3765 3.1618 1.7541 0.22
H -0.6411 2.4915 0.1175 0.22
H -1.8383 1.2047 2.0314 0.21
H -1.1910 0.3617 0.8845 0.20
H -0.2491 0.5476 3.7036 0.23
H 1.0729 1.0191 2.6464 0.22
H -0.2146 -1.9629 3.1460 0.12
O 2.3548 1.6403 -1.2594 -0.93
H 2.2368 1.1676 -0.4186 0.46
H 3.2838 1.8689 -1.1282 0.47
O -0.0919 0.5949 -3.5620 -0.96
H -0.8654 0.1924 -3.1347 0.48
H 0.4832 0.9271 -2.8444 0.48
O -2.2767 -0.8229 -1.7358 -0.98
H -1.9673 -1.0765 -0.8657 0.50
H -3.0271 -1.3249 -2.0910 0.50
O -0.1163 -2.4530 -2.1415 -0.97
H 0.6945 -1.9709 -1.9673 0.47
H -0.7856 -1.8169 -2.4378 0.48
```

Orbital gap: 0.3538 Eh
Electronic energy: -823.0026 Ha
SMILES: CCCS.O.O.O.O

No. 6
Molecular formula: C3H17N2O3
Method: DFT, ωB97M-V/def2-TZVPD

```
25
Properties=species:S:1:pos:R:3:nbo_charge:R:1
C -1.1432 0.4690 -0.5332 -0.23
C -0.9156 -0.8759 -1.2372 -0.44
C 0.1356 -0.7584 -2.3346 -0.24
N 1.4651 -0.7712 -1.7306 -0.87
N 0.1252 0.8685 0.1360 -0.74
H -1.8728 0.2959 0.2459 0.23
H -1.3960 1.0981 -1.3809 0.22
H -0.6150 -1.6163 -0.5281 0.23
H -1.8843 -1.2732 -1.5176 0.24
H 0.0064 -1.5241 -3.1090 0.21
H -0.0169 0.1321 -2.9549 0.20
H 1.8624 -1.6794 -1.5473 0.39
H 0.9223 0.4977 -0.4165 0.46
H 2.1366 -0.2825 -2.3158 0.38
H 0.1250 0.5097 1.0941 0.46
H 0.1249 1.8968 0.1966 0.45
H -0.1790 -0.7212 3.2463 0.50
H -0.2469 0.7790 3.5526 0.50
O -0.2178 0.1465 2.8279 -0.97
H -0.8681 3.0901 1.4750 0.47
H -0.4638 4.2898 0.6276 0.50
O -0.0947 3.5421 1.1138 -0.94
H 1.0788 -3.4307 1.6994 0.48
H 1.2874 -2.0822 1.9549 0.46
O 0.6445 -2.6003 1.4353 -0.94
```

Orbital gap: 0.3859 Eh
Electronic energy: -459.5089 Ha
Net charge: +1

No. 7
Molecular formula: C3H18N2O3
Method: DFT, ωB97M-V/def2-TZVPD

```
26
Properties=species:S:1:pos:R:3:nbo_charge:R:1
C -0.9362 1.4097 -1.3163 -0.24
C 0.0262 0.1642 -1.0987 -0.46
C -0.7029 -1.1708 -1.0781 -0.22
N -0.0165 -2.2380 -0.2056 -0.71
N -1.4490 1.8811 0.0272 -0.70
H -1.7139 1.3287 -2.0959 0.26
H -0.2022 2.1304 -1.6688 0.25
H 0.4013 0.2639 -0.0746 0.25
H 0.9319 0.1635 -1.7203 0.26
H -1.6848 -1.1014 -0.5997 0.21
H -0.9330 -1.6956 -1.9938 0.24
H 1.0149 -2.0297 -0.1134 0.47
H -0.4478 -2.2054 0.7318 0.46
H -0.1578 -3.2091 -0.4948 0.44
H -2.4796 1.8818 0.0723 0.45
H -1.2936 2.8923 0.1015 0.46
H -1.0700 1.3652 0.8108 0.47
H 2.6386 -2.4730 -1.1512 0.50
H 3.3995 -1.4051 -0.2617 0.53
O 2.6209 -1.9687 -0.3220 -0.96
H 1.2274 2.1914 2.5933 0.50
H 1.3461 2.5330 1.2334 0.48
O 1.0830 1.7373 1.7436 -0.97
H 0.2095 -0.1958 2.5805 0.52
H -1.2960 0.0811 2.3434 0.49
O -0.5158 -0.3309 1.9571 -0.98
```

Orbital gap: 0.4585 Eh
Electronic energy: -459.7298 Ha
Net charge: +2

No. 8
Molecular formula: C3H18N2O6
Method: DFT, ωB97M-V/def2-TZVPD

```
29
Properties=species:S:1:pos:R:3:nbo_charge:R:1
N -1.2502 -1.2476 2.2290 -0.83
C -0.8395 -1.1386 0.8231 -0.21
C 0.5497 -1.7298 0.6338 -0.52
C 1.2213 -1.4503 -0.7207 0.70
N 0.5435 -2.0490 -1.7122 -0.80
O 2.2233 -0.7701 -0.8968 -0.66
H -2.1157 -0.7351 2.3356 0.36
H -0.5429 -0.8498 2.8342 0.37
H -1.5879 -1.7562 0.2999 0.18
H -0.9247 -0.1276 0.4127 0.16
H 0.4459 -2.8220 0.6915 0.23
H 1.2584 -1.3984 1.3987 0.23
H 0.8042 -2.0378 -2.6846 0.41
H -0.4010 -2.3815 -1.6334 0.41
O -1.7528 -1.1141 -3.1667 -0.97
H -1.6089 -0.5374 -3.9139 0.47
H -1.6052 -0.5266 -2.4154 0.50
O -1.4527 1.3582 -2.2514 -0.97
H -2.0589 1.9490 -2.7006 0.48
H -1.3537 1.8607 -1.4250 0.49
O 1.3092 1.3558 3.2270 -1.00
H 1.7204 2.0302 3.7790 0.47
H 1.7963 1.2247 2.3846 0.51
O 2.7795 1.1451 0.9687 -1.00
H 2.5982 0.4601 0.2660 0.51
H 3.6652 1.4598 0.7992 0.48
O -1.3351 3.2632 -0.2332 -0.95
H -0.5248 2.8261 0.1006 0.48
H -1.5610 3.7388 0.5706 0.49
```

Orbital gap: 0.3586 Eh
Electronic energy: -686.0785 Ha
SMILES: NCCC(N)=O.O.O.O.O.O